Model 1:
This record from the Open Molecules 2025 dataset describes a cluster of 9 separate species, C4H26N2O10 in total. The level of theory is the ωB97M-V functional and the def2-TZVPD basis.

Results
**Multiplicity**: 1

Each line ends with the Mulliken charge.
Positions of all 42 atoms, in Å:
N  -1.32  -0.65  0.69  0.073
C  -0.79  -2.04  0.83  -0.746
C  0.56  -2.01  0.10  0.323
C  1.50  -0.99  0.72  0.227
N  2.52  -0.58  -0.30  -0.169
C  3.27  0.52  -0.14  0.656
O  4.00  0.95  -1.04  -0.788
O  3.38  1.03  1.09  -0.411
H  -2.32  -0.67  0.90  0.273
H  -1.40  -0.31  -0.27  -0.320
H  -1.42  -2.88  0.52  0.364
H  -0.68  -2.09  1.91  0.385
H  0.98  -3.00  -0.09  0.442
H  0.29  -1.61  -0.89  -0.388
H  2.07  -1.45  1.53  0.310
H  1.05  -0.12  1.17  -0.516
H  2.05  -0.79  -1.17  0.368
H  4.08  1.67  0.96  0.341
O  2.37  0.46  -2.98  -0.622
H  3.02  0.78  -2.31  0.312
H  2.38  1.21  -3.58  0.287
O  -0.11  2.16  1.78  -0.638
H  0.65  1.92  2.32  0.338
H  -0.22  1.28  1.40  0.273
O  0.09  0.00  3.57  -0.508
H  -0.49  -0.57  3.07  0.279
H  -0.19  0.07  4.48  0.250
O  -1.53  1.56  -2.70  -0.646
H  -1.82  0.81  -2.17  0.360
H  -0.61  1.81  -2.54  0.302
O  0.18  -1.26  -3.26  -0.539
H  0.84  -1.95  -3.24  0.263
H  0.69  -0.51  -3.58  0.270
O  -2.75  3.78  0.61  -0.613
H  -2.44  2.88  0.53  0.286
H  -2.99  3.88  -0.32  0.317
O  -2.25  -1.37  -2.01  -0.639
H  -1.46  -1.16  -1.51  -0.123
H  -1.80  -1.82  -2.74  0.345
O  -3.34  0.44  2.71  -0.606
H  -3.02  1.08  3.35  0.310
H  -3.01  -0.44  2.59  0.316

Model 2:
This record from the Open Molecules 2025 dataset describes a cluster of 9 separate species, C4H26N2O10 in total. The level of theory is the ωB97M-V functional and the def2-TZVPD basis.

Results
**Multiplicity**: 1

Each line ends with the Mulliken charge.
Positions of all 42 atoms, in Å:
N  0.40  1.60  2.45  -0.286
C  -0.47  1.71  1.43  0.103
O  -1.62  1.27  1.51  -0.732
C  0.01  2.47  0.16  0.053
N  -1.17  3.24  -0.33  -0.766
C  0.44  1.44  -0.91  -0.644
C  0.81  0.09  -0.29  -0.414
O  1.39  -0.79  -1.24  -0.606
H  1.36  1.87  2.37  0.226
H  0.16  0.98  3.20  0.322
H  0.80  3.18  0.41  0.512
H  -1.91  2.57  -0.44  0.256
H  -1.36  3.91  0.40  0.297
H  -0.31  1.37  -1.71  0.553
H  1.32  1.78  -1.46  0.295
H  -0.02  -0.39  0.26  0.484
H  1.57  0.31  0.46  0.093
H  0.83  -1.55  -1.06  0.290
O  -1.12  -2.21  -3.09  -0.648
H  -0.64  -1.45  -2.71  0.344
H  -2.02  -1.91  -3.15  0.303
O  -0.81  -1.42  3.43  -0.631
H  -0.22  -1.52  2.67  0.253
H  -1.64  -1.67  2.98  0.409
O  -3.49  -2.14  2.46  -0.702
H  -3.47  -1.23  2.76  0.336
H  -3.83  -2.21  1.56  0.319
O  0.37  -3.53  -0.51  -0.612
H  0.89  -4.31  -0.70  0.293
H  -0.31  -3.61  -1.21  0.303
O  3.23  1.89  0.45  -0.590
H  3.59  1.16  -0.08  0.299
H  4.00  2.11  1.00  0.280
O  0.72  0.57  -4.37  -0.650
H  0.70  0.10  -3.52  0.310
H  1.44  1.19  -4.25  0.316
O  3.02  -2.00  1.06  -0.630
H  2.64  -2.50  0.34  0.301
H  2.40  -1.37  1.43  0.348
O  -2.61  -0.06  -0.64  -0.631
H  -2.36  0.41  0.20  0.334
H  -2.69  0.64  -1.30  0.307

Q: What are the energies relative to the best structure? A: model 1 0.903; model 2 0.000, in eV.